71
Properties=species:S:1:pos:R:3:forces:R:3:lowdin_charge:R:1 method="wB97M-V/def2-TZVPD" relative_energy_kj_mol=35.7 e_lumo_ev=3.0 fmax_ev_per_a=13.9 total_energy_ha=-1388.78833 homo_lumo_gap_ev=9.58 total_charge=-1
C 0.657873 -0.540830 -0.192902 -2.837 3.807 3.217 -0.808
O 1.156168 0.438590 0.417219 3.150 0.462 -0.257 -0.039
O 1.379547 -1.319414 -0.923952 -0.220 -2.048 -1.443 0.154
O -0.565249 -0.642273 -0.040224 -1.504 -2.488 -1.562 -0.012
H 2.264215 -1.076098 -0.718335 1.995 0.093 -0.199 0.090
C -3.352403 -2.221710 1.243924 4.230 4.167 -3.884 -0.122
O -1.988699 -2.681517 1.427895 -0.727 -1.071 0.721 -0.186
H -4.037743 -2.884812 1.645450 -1.178 -1.118 0.992 0.030
H -3.491636 -2.108223 0.009863 -0.202 -0.236 3.227 0.122
H -3.251375 -1.136932 1.669058 -1.533 -1.840 -0.707 0.079
H -1.338424 -2.148456 0.938549 -0.703 0.130 -0.358 0.023
C -1.683229 0.746277 2.984976 -0.282 0.476 -0.043 -0.159
O -1.926378 1.011488 1.582905 -1.847 1.434 2.898 -0.135
H -0.505144 0.913973 3.134240 -2.695 -0.665 0.447 0.117
H -2.143917 -0.277523 3.314974 1.439 1.395 -0.577 0.090
H -2.356012 1.484296 3.483412 1.113 -0.267 0.232 0.073
H -1.351635 0.384564 1.264733 2.182 -2.213 -2.903 -0.047
C 4.391547 1.449780 -1.058824 0.501 2.286 -5.243 -0.222
O 3.530056 0.415899 -1.159473 -3.893 -0.505 1.007 -0.156
H 4.025454 2.463201 -1.795523 1.215 -2.780 1.740 0.144
H 5.368988 1.057597 -1.384705 -0.218 0.522 -0.296 0.077
H 4.548907 1.870702 -0.159426 0.050 1.255 3.579 0.020
H 2.596566 0.709658 -0.776258 2.273 -0.535 -0.529 0.105
C -0.659237 1.464102 -4.629714 2.303 -6.587 -0.641 -0.055
C -0.272613 1.119478 -3.231411 1.618 1.671 0.210 -0.512
C 0.545063 2.338432 -2.631048 0.884 -1.482 2.726 -0.032
O -1.354893 0.798474 -2.437590 -1.731 0.888 -0.750 -0.023
H -1.085920 2.349384 -4.707682 -2.490 3.821 -0.657 0.022
H -1.203624 0.499194 -4.934040 -0.090 1.899 -0.243 0.107
H 0.283936 1.403763 -5.227437 -0.660 0.441 0.313 0.098
H 0.280503 0.172372 -3.296812 0.971 0.586 0.089 0.118
H 1.576067 2.470649 -3.000533 -0.242 -0.627 0.049 0.067
H 0.578656 2.162049 -1.487745 0.515 -0.064 -1.612 0.076
H 0.196737 3.359484 -2.579928 -1.246 0.160 -0.912 0.061
H -1.014222 0.336120 -1.691434 0.067 -0.658 1.514 0.025
C 1.782501 -3.188982 2.310877 -8.093 2.151 -2.072 -0.019
C 1.230366 -1.894044 3.047907 4.225 0.394 -0.651 -0.346
C 1.201936 -2.133216 4.564381 11.014 5.232 -3.231 -0.022
O 2.269323 -0.830216 2.766695 -1.319 -1.042 0.650 -0.097
H 1.794585 -2.954824 1.180409 -0.487 -0.788 1.592 0.094
H 0.988989 -3.975686 2.631368 1.651 0.694 -1.143 0.115
H 2.704072 -3.395862 2.533818 5.118 -1.181 1.950 -0.006
H 0.254269 -1.496179 2.719111 0.324 -0.658 -0.015 0.117
H 0.907105 -1.283968 4.918698 -2.088 5.020 2.620 0.020
H 2.137566 -2.389605 5.147605 -0.680 -0.010 -1.363 0.128
H 0.590287 -2.758160 4.603881 -9.594 -9.930 1.740 -0.050
H 2.042895 -0.434091 1.913031 -0.116 0.230 -0.008 0.025
C -0.760973 -2.784336 -3.687373 -0.686 1.410 -2.898 -0.082
C -1.565871 -2.711385 -2.343137 -1.235 -2.776 -2.284 -0.437
C -2.841683 -3.713701 -2.431790 1.958 -0.736 -1.062 -0.049
O -0.702607 -3.239370 -1.371602 1.202 1.843 0.185 -0.077
H -1.395231 -2.463847 -4.659773 0.622 -1.470 2.010 0.104
H -0.136494 -3.735388 -3.909505 -1.356 1.526 0.667 0.101
H -0.119661 -1.885794 -3.837354 0.399 -0.678 0.946 0.037
H -1.947637 -1.666858 -2.191496 0.431 -0.918 0.209 0.128
H -3.455385 -3.658904 -1.602110 -0.668 -0.102 2.398 0.011
H -2.819242 -4.808937 -2.775923 1.397 1.200 1.066 0.100
H -3.549225 -3.469906 -3.149462 -1.056 1.725 -1.982 0.025
H 0.053326 -2.572217 -1.391622 -1.131 -1.558 0.515 0.075
C 0.658348 4.856395 2.695277 -2.515 0.739 -0.436 -0.078
C 0.312715 3.713363 1.793110 -2.594 -2.148 -1.228 -0.421
C -0.723140 4.129863 0.631264 -1.462 -3.618 2.432 -0.039
O 1.443148 3.082516 1.184840 1.150 9.287 3.041 -0.005
H 0.864882 5.789539 2.233797 1.358 0.596 -0.833 0.062
H 1.315676 4.474952 3.383126 2.173 -0.228 1.675 0.047
H -0.220804 5.218418 3.280216 0.077 -0.964 -0.273 0.093
H -0.245728 2.954030 2.541073 1.124 1.318 -2.034 0.143
H -1.686550 4.276427 1.169041 0.208 -0.403 -0.150 0.069
H -0.934355 3.246764 -0.078646 0.601 1.547 0.985 0.091
H -0.654432 5.060338 0.184712 1.271 1.753 -1.293 0.025
H 1.409101 2.261131 0.943354 -1.434 -7.770 -1.872 -0.070


76
Properties=species:S:1:pos:R:3:forces:R:3:lowdin_charge:R:1 method="wB97M-V/def2-TZVPD" relative_energy_kj_mol=201.1 e_lumo_ev=2.3 fmax_ev_per_a=2.4 total_energy_ha=-3998.98370 homo_lumo_gap_ev=9.66 total_charge=-1
As 0.199385 -0.410813 -0.029948 1.414 -1.363 1.419 0.976
F -1.548088 -0.708784 0.351306 2.126 0.079 -0.608 -0.253
F 0.749484 -1.714520 1.125655 -0.942 1.793 -1.203 -0.283
F 1.939344 0.077010 -0.250475 -1.857 -0.879 -0.329 -0.272
F -0.232300 0.760336 -1.218623 0.396 -0.435 0.308 -0.214
F 0.253973 0.835556 1.218403 -0.607 -0.765 -0.631 -0.251
F 0.346241 -1.700859 -1.302910 -0.137 1.722 1.416 -0.264
C 4.600510 1.075328 2.204610 -1.338 -0.313 1.540 -0.083
C 4.501749 -0.243566 1.461832 -0.350 0.451 -0.362 -0.344
O 4.519389 0.046158 0.108102 1.119 -0.141 -1.827 -0.091
H 4.698290 0.815815 3.258734 0.434 0.379 0.335 0.065
H 3.630414 1.571537 2.176454 -0.261 -0.014 -0.224 0.055
H 5.280430 1.873769 1.907431 0.570 -0.760 -0.295 0.074
H 3.563867 -0.781838 1.598766 -0.252 0.216 0.982 0.100
H 5.266665 -0.971055 1.733425 0.480 0.197 -0.126 0.102
H 3.620371 0.041724 -0.228553 0.030 -0.029 0.034 0.029
C -1.526205 -4.350660 -1.124842 -0.362 -0.964 0.610 -0.076
C -0.787693 -4.476738 -2.437232 -0.721 -0.680 -0.432 -0.305
O -0.683300 -3.228394 -3.105032 0.163 -0.708 0.377 -0.101
H -1.119195 -3.596128 -0.451693 -0.185 0.329 -0.332 0.061
H -1.457075 -5.263736 -0.533556 0.400 -0.380 -0.108 0.069
H -2.607278 -4.289526 -1.249913 0.034 0.762 -0.182 0.074
H -1.295513 -5.133057 -3.143957 -0.418 -0.046 0.126 0.115
H 0.160337 -4.997804 -2.303719 0.571 0.438 0.190 0.112
H -0.225354 -2.708993 -2.440109 -0.013 0.834 -0.198 0.014
C -0.945678 0.470207 5.550280 0.493 -0.878 0.021 -0.064
C -0.289332 0.071227 4.214982 -0.887 1.102 -0.276 -0.273
O 0.518155 1.160031 3.773837 0.701 -0.198 0.985 -0.109
H -0.201558 0.171103 6.288475 -0.056 0.407 0.408 0.065
H -1.821872 -0.137038 5.777520 -0.092 -0.068 -0.263 0.069
H -1.220387 1.513641 5.704817 0.193 0.002 -0.497 0.076
H -0.983047 -0.078319 3.387641 -0.418 -0.436 0.326 0.082
H 0.263196 -0.853673 4.380423 0.275 0.025 -0.181 0.111
H 0.881675 0.953551 2.909649 -0.068 -0.083 -0.141 0.051
C -3.825632 -0.532000 -2.321364 0.198 -1.111 -0.615 -0.077
C -2.594945 0.021846 -3.065535 -0.503 0.632 1.408 -0.271
O -2.361496 1.345610 -2.530027 -0.275 -0.218 -1.235 -0.111
H -3.714103 -1.613523 -2.244086 -0.046 -0.231 0.104 0.056
H -4.752743 -0.393098 -2.877481 -0.019 0.354 0.006 0.062
H -3.954369 -0.157034 -1.306013 0.290 0.203 -0.175 0.050
H -2.756913 0.014745 -4.143409 -0.133 0.553 -0.012 0.104
H -1.708021 -0.597284 -2.930871 -0.025 -0.097 0.293 0.082
H -1.700528 1.244474 -1.841195 -0.093 0.069 -0.134 0.012
C -4.221304 3.041735 1.594218 -1.378 -0.721 -1.033 -0.074
C -3.929637 1.548717 1.289173 0.341 1.451 0.701 -0.303
O -3.172312 1.150792 2.417600 0.568 -0.602 -0.111 -0.087
H -3.344876 3.640799 1.841378 0.185 -0.498 -0.107 0.060
H -4.971186 3.193115 2.370676 0.073 -0.160 0.141 0.064
H -4.648494 3.412325 0.662408 -0.120 0.538 0.008 0.064
H -3.477239 1.556462 0.297514 1.048 -0.310 0.213 0.086
H -4.749864 0.844982 1.147415 -0.731 0.468 0.321 0.105
H -2.495008 0.514300 2.177324 0.030 -0.160 -0.242 0.035
C -0.422734 5.346248 2.439828 0.137 -1.094 -0.354 -0.052
C 0.606211 4.226698 2.763641 -0.912 1.447 1.303 -0.449
C 2.026279 4.706005 2.890754 0.901 0.984 0.581 -0.075
O 0.178301 3.871797 4.106408 0.349 -0.191 -0.793 -0.088
H -0.536504 5.553603 1.375790 0.316 0.349 -0.016 0.071
H -0.238150 6.229441 3.051390 0.106 0.046 -0.214 0.073
H -1.364824 4.904995 2.765186 -0.134 0.211 -0.040 0.059
H 0.512148 3.409515 2.048469 -0.117 -0.219 0.165 0.123
H 2.549641 4.943688 1.964635 -0.033 -0.291 -0.117 0.077
H 2.653216 4.142166 3.581509 -0.043 -1.109 -0.628 0.073
H 2.071493 5.607914 3.501174 -0.605 0.657 -0.274 0.068
H 0.254532 2.914839 4.111463 -0.014 -0.659 0.419 0.025
C 2.616757 -3.626720 -6.695622 0.237 -0.226 1.144 -0.056
C 2.072060 -3.804012 -5.245128 -0.970 1.062 -1.277 -0.475
C 2.356471 -2.648394 -4.321687 1.440 1.026 -0.210 -0.057
O 0.654659 -3.714990 -5.381666 0.364 -1.375 -0.520 -0.074
H 3.700661 -3.722959 -6.632504 0.128 -0.003 -0.383 0.069
H 2.359120 -2.670381 -7.150748 -0.045 0.167 0.385 0.074
H 2.198904 -4.386889 -7.355651 0.103 -0.217 0.192 0.069
H 2.436449 -4.753275 -4.852435 -0.212 -0.337 0.082 0.125
H 2.137141 -1.775698 -4.936821 0.117 0.314 0.201 0.089
H 3.391724 -2.581433 -3.987234 0.222 -0.004 -0.102 0.080
H 1.753109 -2.526732 -3.422099 -0.166 -0.630 -0.136 0.062
H 0.362406 -3.673887 -4.468154 -1.016 0.335 0.203 0.011